This record from OMol25 describes a molecular structure, H24O12 at a distorted geometry. The level of theory is ωB97M-V/def2-TZVPD.

Geometry as XYZ:
```
36
Properties=species:S:1:pos:R:3:forces:R:3
O -0.7319 0.2402 -2.7754 0.8 -5.4 -10.9
H -0.6666 -0.6993 -2.6042 0.1 -0.9 -0.4
H -0.4116 0.3437 -3.6714 -0.3 0.1 -1.3
O 0.7403 1.0461 -1.6970 5.6 3.6 2.5
H 0.0695 0.7873 -2.3290 2.3 2.4 1.2
H 1.5227 0.5655 -1.9672 0.7 0.9 0.0
O 3.2737 0.8186 -0.4235 4.2 0.0 -1.6
H 2.7326 0.0532 -0.6174 2.4 2.6 -0.3
H 2.7258 1.3627 0.1423 0.1 0.6 0.2
O 1.9212 -0.8711 -0.6414 0.6 -6.5 -1.1
H 1.6320 -1.5052 -1.2975 -0.3 -0.4 -0.5
H 2.3103 -1.4039 0.0521 0.8 -0.3 0.4
O -2.5441 0.3663 -1.8904 -4.2 -1.5 -6.3
H -2.5828 0.4032 -0.9347 -1.1 -0.5 -2.4
H -1.6239 0.1903 -2.0867 -5.2 1.1 2.2
O -2.1575 -1.7666 0.3966 -0.3 -2.0 0.1
H -1.4316 -1.2501 0.0465 -0.7 -0.3 -0.1
H -2.9430 -1.2930 0.1228 0.1 -0.2 -0.3
O -1.2070 0.3458 1.9147 -2.0 2.1 3.3
H -1.7586 0.1766 2.6785 -0.3 0.1 0.1
H -0.4657 -0.2510 2.0172 -2.4 1.6 2.0
O 1.7053 1.8272 0.8412 -1.5 3.5 0.2
H 1.8034 2.2356 1.7014 -0.1 -0.2 0.1
H 0.9655 1.2283 0.9430 0.0 0.9 0.0
O -2.3872 0.6199 0.0634 -2.3 3.9 7.5
H -1.7477 0.5133 0.7676 0.9 -0.1 1.7
H -3.2125 0.7994 0.5139 -0.2 0.4 0.2
O -0.0166 -0.2140 0.0479 -3.2 2.8 -3.0
H 0.9313 -0.2816 -0.0668 0.2 0.7 -0.8
H -0.3314 0.1632 -0.7736 0.3 1.0 0.2
O 0.0984 -1.3881 1.7303 0.1 -12.3 3.1
H -0.0566 -0.9329 0.9026 -2.1 -1.2 -2.4
H 0.7334 -2.0707 1.5135 0.0 -0.8 0.5
O 1.0398 0.3250 2.3612 4.3 4.1 4.4
H 1.3496 -0.0693 3.1765 0.1 0.0 0.2
H 0.7214 -0.4142 1.8430 2.8 0.3 1.2
```
Positions in Å, forces in eV/Å.

The value obtained for the total energy is -916.51168 hartree. The total charge is 0. Its LUMO energy is -0.0390 hartree. The value obtained for the frontier orbital gap is 7.55 eV. As for the energy above the lowest of the compared OMol25 structures with the same formula, charge and spin: 22.141 eV. The HOMO energy is -8.6 eV.

Results of the Mulliken charge analysis, in e, for atoms 1 through 6: -0.50, 0.43, 0.38, -0.88, 0.60, 0.25